Record 1
A structure of composition C9H12BeN3O3P in a non-equilibrium geometry. Source: OMol25; level of theory: ωB97M-V with the def2-TZVPD basis set.

```
29
Properties=species:S:1:pos:R:3:forces:R:3
O 4.241 -1.386 0.578 -2.9 1.1 1.0
C 3.217 -0.989 0.907 2.8 -1.1 -0.9
Be -1.457 0.450 -0.152 0.2 0.0 0.2
C -1.783 -1.145 -0.743 -0.7 -6.1 -3.8
C -0.786 1.789 -1.030 3.2 4.5 -4.8
O -1.901 -2.191 -1.238 0.6 5.6 3.0
O -0.230 2.574 -1.688 -3.1 -4.1 3.9
C -2.330 -0.052 4.541 0.1 0.4 -0.1
N -0.943 -0.463 4.238 0.0 0.3 -0.3
C -0.024 0.630 4.647 -0.1 -0.1 -0.2
N -0.309 1.896 3.940 -0.3 -0.1 -0.3
C -1.703 2.308 4.231 0.0 -0.4 0.0
N -2.696 1.245 3.896 0.5 -0.2 -0.3
C -2.875 1.102 2.463 -0.5 0.3 0.7
P -1.209 0.582 1.807 0.4 0.0 0.0
C -0.749 -0.861 2.831 -0.2 -0.4 0.8
C -0.029 1.807 2.497 -0.1 0.5 0.6
H -2.438 0.091 5.627 0.1 -0.2 -0.4
H -3.020 -0.830 4.188 0.1 0.2 0.2
H 1.016 0.326 4.446 -0.4 0.1 0.2
H -0.175 0.807 5.726 0.2 -0.1 -0.5
H -1.939 3.212 3.651 0.0 -0.2 0.3
H -1.801 2.510 5.309 0.2 0.0 -0.4
H -3.634 0.334 2.233 0.3 0.2 0.1
H -3.194 2.054 2.005 0.2 -0.3 0.2
H 0.299 -1.131 2.623 -0.3 0.2 0.2
H -1.364 -1.731 2.565 0.0 0.1 0.3
H -0.141 2.776 1.992 0.0 -0.1 0.3
H 0.998 1.458 2.305 -0.3 0.0 0.2
```
Forces are in eV/Å.

Orbital gap, Eh: 0.1808
2S+1: 1
F_max, eV Å⁻¹: 7.316
Total charge: +2
HOMO level, eV: -15.650
M, g mol⁻¹: 250.2

Atom charges from the Löwdin analysis, given in e for atoms 1 to 5: 0.04, -0.01, 0.11, 0.15, 0.15

=====

Record 2
A structure of composition C9H12BrCuN4. Source: OMol25; level of theory: ωB97M-V with the def2-TZVPD basis set.

```
27
Properties=species:S:1:pos:R:3:forces:R:3
Cu -0.385 0.225 0.497 -0.1 -0.1 -0.1
C 2.636 2.898 -1.487 0.0 0.0 0.0
C 1.742 2.526 -0.334 0.2 -0.2 0.0
C 0.613 3.303 -0.029 -0.1 0.1 0.1
C -0.215 2.974 1.019 0.1 0.1 -0.1
C 0.040 1.826 1.792 0.3 0.2 0.3
C 1.185 1.055 1.518 0.3 0.5 0.4
C 2.027 1.429 0.455 0.0 0.2 -0.1
H 3.392 3.624 -1.179 0.0 0.0 0.0
H 2.056 3.342 -2.296 0.0 0.0 0.0
H 3.150 2.020 -1.875 0.0 0.0 0.0
H 0.394 4.177 -0.631 0.0 0.0 0.0
H -1.069 3.594 1.253 0.0 0.0 0.0
H -0.547 1.640 2.683 0.0 -0.1 0.0
H 1.496 0.275 2.202 0.0 -0.1 -0.1
H 2.909 0.835 0.250 0.0 0.0 0.0
Br -2.601 0.127 -0.106 -0.6 0.7 -0.1
N -2.081 -5.166 -0.529 0.0 -0.1 0.0
C -1.730 -3.869 -0.413 -0.3 0.4 0.0
N -2.689 -2.947 -0.354 0.1 -0.6 0.0
N -0.443 -3.608 -0.380 0.5 -0.6 0.0
C 0.062 -2.425 -0.276 -0.1 0.4 0.1
N 0.589 -1.390 -0.163 0.0 -0.8 -0.3
H -3.039 -5.458 -0.517 0.0 0.0 0.0
H -1.352 -5.854 -0.509 0.0 0.0 0.0
H -3.660 -3.206 -0.351 0.0 0.0 0.0
H -2.483 -1.949 -0.240 0.0 0.0 -0.1
```
Forces are in eV/Å.

Orbital gap, Eh: 0.3133
2S+1: 1
Energy relative to the best compared isomer or geometry (same formula, charge and spin), kJ/mol: 4.1
F_max, eV Å⁻¹: 0.928
HOMO level, eV: -8.000
M, g mol⁻¹: 319.7

Atom charges from the Löwdin analysis, given in e for atoms 1 to 5: -0.05, -0.05, -0.27, -0.05, -0.09

=====

Record 3
A structure of composition C9H12Cl12N2O3Si in a non-equilibrium geometry. Source: OMol25; level of theory: ωB97M-V with the def2-TZVPD basis set.

```
39
Properties=species:S:1:pos:R:3:forces:R:3
C -1.999 -0.759 1.074 0.3 -0.1 0.5
C -1.345 0.172 2.300 -4.9 3.6 2.0
O -2.244 0.998 2.903 6.0 -4.7 -3.2
N 0.093 0.094 2.760 -2.5 2.4 -1.8
Si 1.205 -0.549 1.502 1.2 0.5 0.8
N 2.581 0.658 1.375 -1.1 3.4 -8.6
C 2.444 1.244 0.110 -4.3 1.6 1.1
O 1.965 1.907 -0.979 2.9 -3.6 10.2
C 0.587 1.380 3.384 4.0 0.4 5.9
C 0.352 2.900 2.819 -1.0 0.0 0.7
O 1.344 1.252 4.509 -4.9 0.5 -7.3
H -1.618 -0.424 0.006 -0.5 -0.8 2.4
H -1.719 -1.867 1.351 -0.5 2.0 -0.9
H -3.187 -0.650 1.028 2.9 -0.1 0.7
H 0.637 -0.657 0.166 -0.3 -0.1 0.0
H 1.819 -1.777 2.008 -0.1 -0.1 -0.1
H -0.742 3.234 3.146 2.3 -0.9 -0.7
H 0.388 3.011 1.654 0.1 -0.4 2.2
H 1.095 3.633 3.391 -1.4 -2.0 -1.4
C -1.659 -1.506 5.676 0.0 0.3 0.1
Cl -1.578 -2.633 4.311 0.0 0.0 0.1
Cl -3.265 -0.765 5.777 0.3 -0.1 0.0
Cl -1.259 -2.334 7.191 0.0 0.1 -0.2
H -0.924 -0.714 5.513 -0.2 -0.2 0.0
C 4.025 -0.236 -3.541 0.2 -0.4 0.2
Cl 3.176 0.615 -2.240 1.5 -1.5 -2.6
Cl 2.931 -0.550 -4.898 0.2 0.0 0.3
Cl 5.432 0.697 -4.079 -0.1 -0.1 0.1
H 4.376 -1.196 -3.153 0.0 0.3 -0.3
C -3.772 2.044 -1.554 -0.1 0.2 0.1
Cl -5.483 1.958 -2.005 0.2 0.0 0.0
Cl -3.578 1.824 0.194 -0.1 0.4 -0.3
Cl -2.833 0.832 -2.442 0.0 0.1 0.0
H -3.395 3.034 -1.820 -0.1 -0.4 0.1
C 1.172 -3.008 -7.583 0.0 0.0 0.0
Cl 2.746 -3.821 -7.558 -0.2 0.1 0.0
Cl 0.215 -3.460 -6.161 0.1 0.0 -0.2
Cl 1.381 -1.250 -7.658 -0.1 -0.2 -0.1
H 0.633 -3.329 -8.477 0.2 0.1 0.3
```
Forces are in eV/Å.

Orbital gap, Eh: 0.3490
2S+1: 1
Energy relative to the best compared isomer or geometry (same formula, charge and spin), kJ/mol: 697.4
F_max, eV Å⁻¹: 11.173
HOMO level, eV: -10.484
M, g mol⁻¹: 649.7

Atom charges from the Löwdin analysis, given in e for atoms 1 to 5: -0.11, -0.34, -0.11, -0.09, 0.62